The following is a quantum chemistry calculation of a molecular structure, C66H140F18N10O15S6 in a non-equilibrium geometry, from the Open Molecules 2025 dataset.

Element x y z (Å)
1 C -13.43 18.67 11.89
2 C -12.64 18.56 13.18
3 C -13.56 17.88 14.31
4 C -13.93 16.43 13.83
5 N -14.69 15.51 14.76
6 C -13.86 15.30 16.01
7 C -14.46 14.04 16.55
8 C -14.85 13.15 15.33
9 C -14.79 14.12 14.15
10 C -16.01 16.13 15.06
11 H -12.84 18.95 11.02
12 H -14.24 19.41 11.95
13 H -13.85 17.70 11.62
14 H -12.32 19.58 13.42
15 H -11.74 17.91 13.08
16 H -14.49 18.44 14.40
17 H -13.16 17.81 15.32
18 H -13.05 15.85 13.60
19 H -14.58 16.52 12.97
20 H -14.00 16.13 16.67
21 H -12.85 15.19 15.59
22 H -15.34 14.25 17.16
23 H -13.74 13.48 17.15
24 H -15.83 12.71 15.46
25 H -14.05 12.43 15.15
26 H -15.73 14.17 13.61
27 H -13.90 14.05 13.56
28 H -16.55 16.22 14.14
29 H -15.92 17.12 15.47
30 H -16.71 15.51 15.61
31 C -24.62 20.59 13.80
32 C -23.43 19.99 13.21
33 C -22.30 19.87 14.27
34 C -21.18 18.95 13.70
35 N -19.86 19.09 14.36
36 C -19.26 20.47 14.15
37 C -18.04 20.28 13.27
38 C -17.56 18.88 13.59
39 C -18.86 18.09 13.65
40 C -19.91 18.73 15.82
41 H -24.78 20.19 14.81
42 H -25.49 20.40 13.18
43 H -24.53 21.69 13.90
44 H -23.13 20.48 12.28
45 H -23.71 18.98 12.88
46 H -22.62 19.37 15.17
47 H -21.95 20.89 14.40
48 H -20.94 19.24 12.66
49 H -21.44 17.89 13.68
50 H -18.96 20.88 15.11
51 H -20.07 21.05 13.74
52 H -17.36 21.10 13.54
53 H -18.33 20.39 12.20
54 H -17.07 18.97 14.57
55 H -16.92 18.49 12.80
56 H -18.86 17.14 14.19
57 H -19.24 17.85 12.65
58 H -20.40 19.53 16.35
59 H -18.90 18.48 16.15
60 H -20.42 17.79 15.90
61 C -17.69 20.92 27.21
62 C -18.54 21.23 25.97
63 C -18.41 20.25 24.82
64 C -19.18 20.81 23.61
65 N -19.42 19.93 22.42
66 C -20.18 20.65 21.34
67 C -20.72 19.49 20.46
68 C -20.64 18.17 21.30
69 C -20.33 18.71 22.66
70 C -18.05 19.48 22.00
71 H -18.06 19.97 27.60
72 H -17.76 21.68 27.97
73 H -16.61 20.82 27.05
74 H -18.28 22.23 25.61
75 H -19.61 21.23 26.18
76 H -18.65 19.25 25.15
77 H -17.39 20.12 24.50
78 H -18.66 21.68 23.21
79 H -20.16 21.10 23.99
80 H -19.56 21.40 20.86
81 H -20.91 21.30 21.80
82 H -20.09 19.50 19.59
83 H -21.74 19.73 20.17
84 H -19.84 17.53 20.93
85 H -21.59 17.68 21.21
86 H -19.91 17.95 23.32
87 H -21.24 19.15 23.07
88 H -18.09 19.15 20.97
89 H -17.64 18.66 22.60
90 H -17.34 20.31 21.91
91 C -10.01 15.73 26.09
92 C -10.82 14.90 25.12
93 C -10.37 15.06 23.64
94 C -11.09 14.04 22.78
95 N -10.77 13.99 21.30
96 C -11.15 15.21 20.59
97 C -12.67 15.11 20.55
98 C -13.02 13.61 20.42
99 C -11.69 12.92 20.73
100 C -9.32 13.68 21.16
101 H -9.01 15.86 25.67
102 H -9.98 15.20 27.06
103 H -10.51 16.69 26.29
104 H -11.89 15.15 25.25
105 H -10.69 13.88 25.45
106 H -9.29 15.00 23.57
107 H -10.59 16.09 23.28
108 H -12.16 14.21 22.91
109 H -10.90 13.03 23.08
110 H -10.68 15.19 19.62
111 H -10.76 16.11 21.06
112 H -13.08 15.73 19.76
113 H -13.07 15.47 21.50
114 H -13.30 13.36 19.41
115 H -13.75 13.26 21.15
116 H -11.14 12.65 19.81
117 H -11.76 12.09 21.41
118 H -9.19 13.47 20.11
119 H -9.01 12.84 21.77
120 H -8.67 14.45 21.53
121 C -12.32 19.58 20.38
122 C -12.52 20.56 19.19
123 N -11.33 20.94 18.35
124 C -10.83 19.66 17.75
125 C -11.66 21.83 17.23
126 C -12.63 21.28 16.13
127 C -10.25 21.46 19.24
128 C -9.12 22.26 18.61
129 O -8.59 21.62 17.49
130 C -7.39 20.86 17.83
131 H -13.27 19.46 20.81
132 H -11.50 19.94 21.00
133 H -12.17 18.57 20.08
134 H -12.91 21.51 19.55
135 H -13.21 20.15 18.45
136 H -10.13 19.94 16.97
137 H -11.68 19.12 17.36
138 H -10.48 19.08 18.58
139 H -10.72 22.14 16.78
140 H -12.08 22.74 17.68
141 H -12.89 22.16 15.55
142 H -13.56 20.82 16.46
143 H -12.08 20.57 15.53
144 H -9.88 20.57 19.73
145 H -10.87 22.04 19.91
146 H -8.34 22.32 19.39
147 H -9.42 23.28 18.33
148 H -7.59 20.03 18.53
149 H -6.73 21.51 18.41
150 H -7.02 20.52 16.89
151 C -20.97 22.83 18.57
152 C -22.40 22.61 18.29
153 N -23.38 23.72 18.71
154 C -24.70 23.30 18.19
155 C -23.42 23.85 20.20
156 C -24.53 24.70 20.76
157 C -23.07 24.97 18.04
158 C -23.09 25.12 16.51
159 O -22.14 24.27 15.93
160 C -22.09 24.45 14.51
161 H -20.48 21.96 18.14
162 H -20.81 22.95 19.65
163 H -20.60 23.67 18.00
164 H -22.77 21.75 18.85
165 H -22.54 22.59 17.21
166 H -25.40 24.11 18.30
167 H -25.11 22.51 18.80
168 H -24.71 22.83 17.23
169 H -22.47 24.34 20.46
170 H -23.43 22.83 20.58
171 H -24.55 25.63 20.20
172 H -24.29 24.76 21.83
173 H -25.53 24.28 20.65
174 H -22.14 25.34 18.42
175 H -23.85 25.62 18.44
176 H -22.77 26.16 16.32
177 H -24.12 25.05 16.17
178 H -23.09 24.34 14.09
179 H -21.38 23.76 14.05
180 H -21.60 25.38 14.24
181 C -15.01 21.26 22.44
182 C -13.95 22.23 22.84
183 N -14.06 22.69 24.31
184 C -13.04 23.69 24.70
185 C -15.37 23.34 24.55
186 C -15.81 24.49 23.62
187 C -13.81 21.50 25.15
188 C -13.40 21.72 26.57
189 O -14.33 22.62 27.15
190 C -14.37 22.56 28.62
191 H -15.06 20.38 23.07
192 H -14.84 21.00 21.39
193 H -16.00 21.65 22.65
194 H -14.04 23.13 22.25
195 H -12.95 21.80 22.84
196 H -13.09 24.51 23.97
197 H -12.04 23.31 24.80
198 H -13.31 24.04 25.71
199 H -15.29 23.71 25.55
200 H -16.07 22.54 24.45
201 H -16.66 24.97 24.11
202 H -16.09 24.13 22.62
203 H -15.17 25.35 23.51
204 H -13.06 20.88 24.67
205 H -14.76 20.98 25.17
206 H -12.33 21.99 26.61
207 H -13.46 20.77 27.10
208 H -15.09 23.31 28.93
209 H -13.41 22.91 29.00
210 H -14.56 21.52 28.88
211 C -16.19 22.37 18.35
212 F -16.76 23.35 17.64
213 F -14.83 22.42 18.09
214 F -16.33 22.70 19.71
215 S -17.00 20.74 17.97
216 O -18.38 21.08 18.35
217 O -16.71 20.64 16.52
218 N -16.30 19.75 18.91
219 S -15.98 18.29 18.22
220 O -17.00 17.89 17.30
221 O -14.60 18.13 17.79
222 C -16.01 17.29 19.79
223 F -15.25 17.93 20.69
224 F -17.22 17.12 20.33
225 F -15.50 16.09 19.47
226 C -20.05 11.11 15.98
227 F -20.09 10.22 17.05
228 F -19.61 10.40 14.92
229 F -21.27 11.64 15.79
230 S -18.72 12.45 16.27
231 O -17.74 11.77 17.07
232 O -18.33 12.87 14.94
233 N -19.55 13.55 17.01
234 S -19.05 15.05 17.18
235 O -17.71 15.19 17.71
236 O -19.40 15.91 16.11
237 C -20.21 15.65 18.55
238 F -21.45 15.60 18.21
239 F -19.97 15.10 19.69
240 F -19.83 17.04 18.69
241 C -15.15 17.60 28.79
242 F -15.32 16.58 29.66
243 F -16.37 18.00 28.27
244 F -14.53 18.57 29.51
245 S -13.94 17.19 27.36
246 O -13.45 18.49 26.89
247 O -13.02 16.37 28.07
248 N -14.61 16.43 26.24
249 S -14.89 16.79 24.70
250 O -15.90 17.76 24.34
251 O -13.64 16.86 24.01
252 C -15.61 15.14 24.11
253 F -15.67 15.26 22.70
254 F -14.81 14.10 24.40
255 F -16.82 14.85 24.57

* net charge: +4
* energy: -8460.1754 hartree
* HOMO energy: -15.2428 eV

Atomic partial charges in e from the Mulliken method, atoms 1 to 6:
1 C -1.2307
2 C -0.2915
3 C 1.1512
4 C -1.5446
5 N 0.6921
6 C -0.1183